{"formula": "C10H20AuClIN2OPSe", "method": "the ωB97M-V functional and the def2-TZVPD basis", "elements": ["C", "I", "H", "H", "H", "Au", "P", "C", "C", "H", "H", "H", "C", "H", "H", "H", "H", "H", "H", "C", "O", "Cl", "C", "N", "C", "C", "N", "C", "C", "Se", "H", "H", "H", "H", "H", "H", "H", "H"], "xyz": [[-0.0833, 1.9268, -2.3114], [-0.2742, -2.2073, -2.7304], [0.1989, 2.9499, -2.0232], [-0.9962, 2.2540, -2.7924], [0.7637, 1.9253, -3.0269], [0.2599, 1.1449, 2.0392], [2.4829, 1.1705, 0.1713], [3.2368, 0.5066, -1.3642], [3.2728, 2.8058, 0.2067], [3.3184, 0.5422, 2.3597], [4.5992, 0.3228, 1.0894], [3.2357, -0.8330, 1.2224], [3.5151, 0.2350, 1.3142], [3.0041, 3.3310, 1.1506], [4.3857, 2.7714, 0.1312], [4.3422, 0.6610, -1.3902], [2.8267, 0.9577, -2.2865], [2.9008, 3.4281, -0.6389], [3.0615, -0.5846, -1.4471], [-0.0859, 1.0904, -1.0012], [-0.1291, -0.1153, -0.7391], [0.9574, 2.2190, 3.8167], [-2.1624, -1.5468, 2.9505], [-2.5158, -1.8502, 1.5571], [-2.7674, -3.1166, 1.0008], [-3.1007, -2.9037, -0.2751], [-3.0806, -1.5552, -0.5425], [-3.4921, -0.9796, -1.7943], [-2.6009, -0.9073, 0.5500], [-2.0181, 0.9419, 0.6425], [-2.7136, -2.2409, 3.5717], [-2.4962, -0.5420, 3.1923], [-1.1132, -1.6256, 3.1218], [-2.6670, -4.0164, 1.5763], [-3.2767, -3.5508, -1.0853], [-2.7913, -1.3224, -2.5132], [-4.4726, -1.3577, -1.9973], [-3.5240, 0.0710, -1.7050]], "forces_ev_per_a": [[1.47, 2.24, 1.43], [0.42, -0.17, -0.14], [-0.14, 0.20, 0.96], [-0.85, -1.23, 0.05], [-0.38, -1.78, 0.24], [-0.76, 0.04, -1.49], [2.72, 0.60, 0.20], [-0.66, -0.74, -1.32], [-0.62, 1.48, 0.22], [0.21, -0.13, -0.51], [-0.72, 0.20, -0.11], [0.21, 0.43, 0.15], [-0.35, -0.99, 1.30], [0.19, -0.30, -0.59], [-0.83, -0.44, 0.04], [-0.83, 0.15, 0.47], [0.18, -0.12, 0.44], [0.22, -0.35, 0.56], [0.02, 0.52, 0.11], [-0.93, -5.04, -1.25], [1.53, 3.89, -2.51], [0.76, 0.28, 0.77], [-0.88, -0.02, -0.25], [0.57, 0.51, -1.60], [0.35, 1.55, 1.41], [-0.19, 0.90, -0.83], [1.08, 0.11, 1.93], [-0.20, -0.72, 0.27], [-0.38, -0.98, 0.52], [-1.19, 0.07, 1.03], [0.05, -0.11, 0.20], [-0.04, 0.01, -0.02], [0.79, -0.20, 0.06], [-0.11, -0.10, 0.10], [-0.46, -0.89, -0.50], [0.32, 0.06, -0.99], [-0.59, -0.09, -0.32], [0.02, 1.17, -0.03]], "lowdin_charge": [-0.0141, 0.4539, 0.0902, 0.1056, 0.1115, 0.2830, 0.8483, -0.2323, -0.2428, 0.0404, 0.0861, 0.0664, -0.2690, 0.0598, 0.0871, 0.0905, 0.0467, 0.0616, 0.0614, -0.3572, -0.3377, -0.0672, 0.0017, -0.0774, 0.0444, -0.0272, -0.1155, -0.0258, -0.4876, 0.9932, 0.1128, 0.0831, 0.0846, 0.1506, 0.1359, -0.0355, 0.1176, 0.0731], "total_charge": 2, "spin_multiplicity": 3, "lumo_ev": [-8.5, -9.9], "homo_ev": [-15.546, -15.386]}

=====

{"formula": "C10H20BN2O2", "method": "the ωB97M-V functional and the def2-TZVPD basis", "elements": ["C", "N", "C", "C", "O", "B", "C", "O", "C", "C", "N", "C", "C", "C", "C", "H", "H", "H", "H", "H", "H", "H", "H", "H", "H", "H", "H", "H", "H", "H", "H", "H", "H", "H", "H"], "xyz": [[2.9812, -1.5084, 0.3633], [1.9947, -0.5215, 0.6672], [0.7409, -0.5340, 0.3378], [-0.0862, 0.6877, 0.7648], [0.6360, 1.8857, 1.0432], [0.9270, 2.9189, 0.0812], [1.8767, 3.9433, 0.8090], [0.7082, 2.5849, -1.2209], [-1.3947, 0.9924, -0.0014], [-1.6388, -0.1478, -0.9327], [-0.4313, -0.5540, -1.6331], [-0.0612, -1.4782, -0.5203], [-1.5454, -1.5621, -0.2228], [-2.1843, -2.5958, -1.1824], [-2.3176, -1.8005, 1.1148], [3.5984, -1.1317, -0.3125], [3.4637, -1.8068, 1.2137], [2.6058, -2.5387, -0.0242], [2.2237, 0.3227, 1.2219], [-0.6197, 0.2945, 1.7233], [2.3916, 3.5102, 1.5537], [1.3953, 4.8453, 1.2177], [2.7192, 4.3141, 0.0089], [1.2431, 3.0680, -1.8221], [-1.2791, 1.8182, -0.6411], [-2.3309, 1.0316, 0.7444], [-2.3148, 0.0325, -1.7251], [0.1383, 0.2454, -1.9286], [0.6293, -2.3041, -0.8984], [-3.0306, -2.2315, -1.7033], [-2.5122, -3.3387, -0.4650], [-1.3466, -2.9097, -1.8993], [-1.9516, -1.0740, 1.8531], [-1.8951, -2.7264, 1.4066], [-3.3330, -1.7315, 1.0083]], "forces_ev_per_a": [[-3.23, -3.59, 0.22], [-1.95, 0.54, 0.17], [-1.39, 1.60, 0.11], [-1.78, 0.29, 1.98], [-0.34, -0.73, -0.45], [1.21, -2.07, 1.96], [-0.07, 3.20, -5.26], [-0.55, -0.29, 0.78], [-1.70, -1.69, 1.33], [0.83, -1.63, 0.31], [1.00, 0.30, -0.48], [3.38, 0.28, -0.77], [-3.71, 0.69, -0.83], [2.82, -0.57, 0.20], [5.24, 1.82, -0.17], [2.98, 1.52, -2.91], [1.53, -0.29, 2.32], [-0.05, 2.14, 0.41], [0.37, -0.53, -0.54], [1.75, 0.73, -0.78], [1.65, -1.75, 2.71], [0.11, -0.23, -0.33], [-2.01, -0.59, 1.87], [0.53, 0.96, -0.99], [-0.13, 1.53, -0.17], [2.18, 0.49, -1.65], [-1.80, 0.22, -0.08], [0.46, -0.58, 0.25], [-1.46, 0.43, 0.80], [-0.72, 0.51, -0.56], [0.03, -1.00, -0.83], [-1.76, -0.14, 0.79], [-0.51, -0.13, 0.17], [-0.46, -1.27, 0.83], [-2.44, -0.16, -0.41]], "lowdin_charge": [0.0042, 0.1066, -0.0410, -0.2148, 0.0496, -0.5591, 0.0345, 0.1908, -0.0633, -0.2544, 0.0812, -0.1556, -0.3824, -0.0087, 0.0120, 0.0576, 0.0761, 0.1475, 0.1916, 0.1775, 0.0075, 0.0790, 0.1340, 0.1070, 0.0933, 0.1873, 0.1445, 0.1322, 0.1646, 0.0791, 0.0749, 0.1179, 0.0722, 0.0838, 0.0730], "total_charge": 1, "smiles": "C/[NH+]=C1/[C@@H](OB(C)O)C[C@H]2N[C@@H]1C2(C)C", "lumo_ev": -3.5, "homo_ev": -12.977}

=====

{"formula": "C10H20Cl2N5", "method": "the ωB97M-V functional and the def2-TZVPD basis", "elements": ["C", "C", "C", "N", "C", "N", "C", "N", "N", "C", "C", "C", "C", "N", "H", "H", "H", "H", "H", "H", "H", "H", "H", "H", "H", "H", "H", "H", "H", "H", "H", "H", "C", "Cl", "Cl", "H", "H"], "xyz": [[2.4785, 2.2741, 0.8078], [2.5798, 2.3376, -0.6776], [2.7697, 1.0778, -1.7046], [1.5005, 0.3518, -2.0876], [0.5532, 0.7781, -3.2294], [-0.6023, -0.2093, -3.3498], [-0.3541, -1.2519, -2.2802], [-1.1096, -2.3941, -1.9919], [0.9329, -0.8233, -1.5423], [1.4947, -1.6056, -0.3764], [0.4329, -1.9344, 0.8256], [-0.6644, -0.7583, 1.1366], [-0.1360, 0.4069, 2.1872], [-0.6446, 1.7877, 1.8377], [1.7289, 2.8932, 1.4616], [3.2500, 1.5894, 1.4079], [2.5686, 3.4331, -1.1531], [3.5644, 0.2715, -1.3516], [3.2117, 1.5309, -2.7125], [0.6663, 1.7066, -3.9606], [-2.1497, -2.4122, -2.0616], [-0.6292, -3.2564, -1.6011], [2.4464, -1.1116, 0.1070], [1.8500, -2.6540, -0.8109], [-0.1879, -2.9343, 0.6393], [1.0417, -2.1274, 1.8235], [-1.6173, -1.2523, 1.6599], [-1.0766, -0.1968, 0.1969], [1.0291, 0.3021, 2.2352], [-0.5696, 0.1434, 3.2667], [-1.4661, 2.0390, 2.4588], [-0.9300, 1.8791, 0.8369], [-4.4948, 0.0260, 1.4929], [-3.8958, 1.4624, 2.3316], [-3.7152, -1.4384, 2.1036], [-5.5733, -0.0534, 1.6493], [-4.2829, 0.1231, 0.4254]], "forces_ev_per_a": [[1.15, -0.64, -3.03], [-0.58, 0.46, 3.19], [2.62, 0.82, 0.20], [-4.44, 0.67, -4.06], [-1.32, -4.54, 2.92], [5.09, 0.32, 3.93], [2.88, 4.28, -1.08], [1.66, 0.80, 0.15], [-2.79, -0.90, -1.11], [0.92, -1.67, 0.85], [-1.05, 0.12, 0.60], [-0.59, 0.06, 1.06], [-0.62, -1.16, 0.25], [-0.41, -0.73, 0.57], [2.05, -0.49, -1.56], [-2.47, 0.69, -1.44], [-1.03, -2.76, 0.77], [-1.81, 1.67, -0.58], [-1.18, -1.18, 2.09], [-0.01, -2.27, 2.01], [1.54, 0.30, -0.19], [-0.94, 1.88, -0.67], [-2.07, -0.59, -1.36], [-0.57, 2.27, 0.84], [1.58, 2.13, 0.16], [-1.09, 0.42, -2.21], [2.67, 1.08, -1.55], [0.94, -1.22, 1.42], [-2.02, 0.65, -0.06], [1.15, 0.52, -2.32], [1.55, -0.55, -1.38], [0.28, -0.27, 1.34], [-0.24, 0.12, -0.28], [-0.38, 0.00, -0.03], [-0.86, -0.26, 0.19], [0.33, 0.00, 0.09], [0.05, -0.01, 0.31]], "lowdin_charge": [-0.0141, -0.1317, -0.1539, -0.0638, 0.0651, 0.0844, -0.1962, 0.1405, -0.0270, -0.1279, -0.1814, -0.2235, -0.2637, -0.0636, 0.0722, 0.0894, 0.1169, 0.1419, 0.1453, 0.1638, 0.1413, 0.1370, 0.1310, 0.1444, 0.1094, 0.1356, -0.0023, 0.0960, 0.0876, 0.1359, 0.0153, 0.0629, -0.9682, 0.5623, 0.5718, 0.0359, 0.0313], "total_charge": 1, "lumo_ev": -3.9, "homo_ev": -11.686}

=====

Table of energy (eV), in record order: -114651.942, -18438.979, -43174.329